Entry 1:
C30H57BeN6OSi3 | the ωB97M-V functional and the def2-TZVPD basis

XYZ file:
```
98
Properties=species:S:1:pos:R:3:forces:R:3:lowdin_charge:R:1
H -3.821 -0.661 -2.518 0.06 -0.06 0.07 0.0475
C -2.168 3.226 -2.265 0.01 0.00 0.01 -0.0534
C 3.811 2.152 2.751 -0.03 -0.01 -0.02 -0.0384
C -4.036 2.522 2.074 0.07 0.05 0.00 -0.0371
H 3.098 -3.164 -1.062 -0.05 -0.06 -0.19 0.0081
H 0.460 2.349 2.550 -0.04 0.00 -0.03 0.0813
C -1.858 -3.143 -3.238 -0.02 -0.12 -0.07 -0.1828
H -2.814 -3.541 -2.879 0.13 0.05 -0.04 0.0340
C -2.142 1.103 1.469 0.24 -0.02 -0.04 -0.3258
C 2.598 -3.206 -2.034 -0.03 -0.12 0.14 -0.1811
H -2.395 -1.433 0.903 -0.05 0.01 -0.13 0.0363
H 4.020 3.150 2.357 -0.02 0.00 -0.01 0.1006
H 2.914 -0.076 3.956 -0.02 0.02 -0.01 0.0965
Si 1.486 -1.733 -2.447 0.22 0.09 -0.07 0.4190
H -0.901 3.416 1.185 0.08 -0.02 0.03 0.0656
C -0.008 -1.522 -1.307 -0.22 -0.48 -0.05 -0.3900
H -4.026 0.379 3.831 0.02 0.00 -0.01 0.0940
H -1.081 -3.879 -2.995 -0.11 0.07 -0.09 0.0311
H 1.601 3.266 3.542 0.00 0.00 0.05 0.1022
C -1.906 3.594 1.540 -0.09 -0.08 0.04 -0.0248
H 2.255 0.517 -3.185 0.04 -0.07 0.15 0.0448
C 1.329 1.905 -0.244 0.04 -0.01 0.13 -0.2074
C -2.928 -1.218 1.813 -0.21 0.21 0.06 -0.0427
H -4.464 3.224 1.354 0.01 -0.01 0.00 0.0979
H -2.527 -0.422 4.307 0.01 0.00 -0.01 0.0929
H 0.904 -1.124 -4.813 0.12 -0.17 0.08 0.0244
H 1.501 3.581 1.799 0.01 0.00 0.02 0.0969
C 3.378 -0.726 3.220 0.02 -0.01 -0.13 -0.0386
N -2.619 2.345 1.769 -0.11 0.09 -0.03 -0.1330
C 2.608 -0.225 -2.456 0.11 0.14 -0.07 -0.1564
H -0.437 0.565 -3.537 -0.14 -0.09 -0.03 0.0328
H -1.856 4.155 2.477 -0.04 -0.01 0.02 0.1032
H -3.095 -0.148 -0.994 -0.05 -0.12 -0.02 -0.0124
H -0.063 -0.892 3.137 0.00 -0.06 -0.09 0.0977
C 1.455 3.971 -2.154 -0.03 0.03 -0.06 -0.0249
C -2.270 2.244 -1.260 0.00 -0.03 0.06 -0.0412
N 2.450 1.775 2.385 0.06 0.07 0.02 -0.1369
C -1.168 1.814 -0.568 -0.08 -0.06 0.12 -0.2163
C -3.167 -0.977 -1.696 -0.05 -0.09 0.19 -0.1734
H 2.016 -2.489 -4.717 -0.02 0.04 0.07 0.0431
H 2.679 0.275 -1.491 0.07 -0.15 -0.19 -0.0111
H 4.528 1.462 2.312 -0.03 0.01 0.00 0.0913
C 2.202 0.702 1.590 -0.02 -0.01 -0.02 -0.3573
C -0.006 -1.857 2.627 0.13 0.06 -0.17 -0.0679
O -0.083 -1.646 1.214 0.08 -0.21 0.78 -0.3202
H 4.463 -0.611 3.275 -0.01 0.02 -0.01 0.0971
H 1.083 -4.966 -0.262 -0.03 0.07 0.16 0.0469
N 2.861 -0.436 1.889 0.07 -0.20 -0.02 -0.1054
C 1.029 -4.172 0.491 0.17 -0.05 -0.14 -0.1494
H -4.003 -1.287 1.622 -0.02 0.02 0.02 0.1123
Si -0.192 -2.857 -0.042 0.07 0.29 -0.03 0.4251
H -2.168 0.465 -3.891 0.07 -0.01 0.02 0.0301
H 0.934 -2.348 2.889 -0.02 0.04 -0.07 0.0830
H -2.534 1.322 4.008 0.01 0.02 0.00 0.0960
C 0.125 2.332 -0.892 0.04 -0.04 0.07 -0.0520
H -0.828 -2.490 2.968 0.13 0.03 -0.06 0.0835
H -2.673 -1.964 2.567 -0.07 0.09 -0.10 0.0818
H -1.964 -4.060 1.204 0.05 0.00 -0.11 0.0461
C 2.580 3.575 -1.496 0.02 -0.03 0.03 -0.0512
C -1.254 -0.127 -3.785 0.08 0.10 -0.12 -0.1712
H -4.190 2.925 3.078 0.01 -0.01 -0.01 0.0965
C 1.447 2.805 2.568 0.00 0.02 -0.01 -0.0278
H -2.687 -3.311 -0.233 0.11 -0.10 0.06 0.0121
C 1.120 -2.047 -4.269 -0.16 -0.03 -0.16 -0.1790
H 0.295 -2.743 -4.447 0.18 0.08 -0.03 0.0160
H -3.242 1.829 -1.024 0.03 0.07 0.03 0.1149
Be 0.005 -0.333 0.152 0.11 -0.25 0.42 0.0817
N 1.332 0.738 0.589 -0.16 0.35 -0.47 0.1202
C 3.242 -1.372 0.834 0.02 0.14 0.14 -0.0216
H 3.619 -0.528 -2.756 -0.12 0.06 -0.03 0.0475
Si -1.502 -1.452 -2.464 -0.11 0.15 0.11 0.4254
H -3.058 3.540 -2.794 0.02 -0.01 0.02 0.1152
H 3.952 2.168 3.833 -0.02 0.01 0.01 0.0971
H 4.243 -1.143 0.452 -0.04 0.01 0.02 0.1151
H -1.696 -4.760 -0.391 0.01 0.11 0.07 0.0546
H 3.144 -1.762 3.469 -0.01 -0.01 -0.01 0.0885
C 0.210 3.359 -1.875 0.03 -0.11 0.10 -0.1485
H -4.570 1.579 1.982 0.03 0.02 0.00 0.0936
H 3.436 2.158 -0.120 -0.05 0.04 -0.03 0.1219
H 1.492 4.755 -2.904 0.01 -0.07 0.07 0.1193
H 0.647 -4.630 1.412 0.00 0.05 -0.07 0.0500
N -1.282 0.852 0.498 -0.05 0.21 -0.56 0.1408
C -2.942 0.371 3.681 -0.02 -0.08 -0.04 -0.0456
H 2.534 -1.325 0.015 0.03 0.01 0.09 0.0350
H 2.043 -4.150 -2.085 0.14 0.11 -0.04 0.0335
H 3.379 -3.248 -2.800 -0.05 0.03 0.03 0.0414
H -1.033 -0.571 -4.759 -0.11 0.13 0.12 0.0258
H -3.665 -1.812 -1.195 0.01 0.09 -0.03 0.0183
C -0.959 3.784 -2.553 -0.01 0.03 -0.02 -0.0224
H 2.045 -3.828 0.672 -0.13 -0.10 -0.02 0.0057
H -0.868 4.562 -3.302 -0.01 -0.06 0.03 0.1197
C 2.514 2.528 -0.558 -0.02 0.00 0.10 -0.0436
C -1.794 -3.810 0.150 -0.25 0.06 -0.13 -0.1495
H -1.922 -3.077 -4.330 -0.01 -0.05 0.13 0.0372
H 3.261 -2.378 1.242 -0.02 -0.01 0.05 0.0804
H -2.423 4.204 0.797 0.01 -0.01 -0.04 0.1002
N -2.572 0.108 2.298 0.00 -0.11 -0.01 -0.1235
H 3.537 4.032 -1.715 -0.03 -0.01 0.01 0.1134
```
Forces are in eV/Å.

## Properties
maximum force	0.81	eV Å⁻¹
total charge	+1
energy	-67059.2954	eV
HOMO energy	-10.165	eV


Entry 2:
C30H57Br2NO8 | the ωB97M-V functional and the def2-TZVPD basis

XYZ file:
```
98
Properties=species:S:1:pos:R:3:forces:R:3:lowdin_charge:R:1
H -4.278 0.609 5.422 0.01 0.00 0.04 0.0939
H 1.510 2.204 -0.061 0.03 0.39 0.10 0.0841
O 5.593 2.428 -2.355 0.09 -0.12 -0.05 0.1006
H -0.826 3.583 1.002 0.05 0.03 0.05 0.0682
H -2.684 -1.044 3.072 -0.10 -0.33 0.04 0.1154
H 3.290 2.222 -0.157 -0.12 0.26 -0.23 0.0999
O -3.413 -3.330 -4.604 0.38 0.06 -0.06 -0.0027
H 8.212 0.748 -6.705 -0.01 -0.01 0.01 0.0815
H 5.969 0.505 -5.595 -0.01 0.08 0.02 0.1126
H -4.851 -3.260 -2.322 -0.12 -0.04 -0.10 0.0727
H -2.046 0.942 8.490 0.01 0.07 0.05 0.0838
H -3.615 0.543 7.811 -0.07 0.03 0.04 0.0674
H -3.520 1.282 9.415 0.01 0.02 0.00 0.0818
H -1.085 0.216 4.074 -0.16 0.24 0.15 0.1046
H 4.306 -1.489 0.437 -0.14 0.06 0.13 0.1090
N -1.660 -2.289 -0.209 0.30 -0.29 -1.40 0.0741
C -3.767 -4.653 -4.192 -0.18 -0.16 0.01 -0.2385
H 1.317 1.970 3.289 -0.40 0.35 0.11 0.1135
H -0.720 1.882 -0.745 0.18 0.09 -0.18 0.0586
O -3.296 -1.162 -4.232 0.10 -0.27 -0.16 0.0631
H -2.597 3.362 8.427 0.08 0.04 -0.14 0.1228
H 5.157 -1.729 -1.066 0.21 0.02 0.16 0.1045
C 4.181 -1.498 -0.644 -0.23 -0.11 -0.69 -0.1571
O -3.845 -2.491 0.542 -2.18 -1.50 0.41 0.1354
O 2.929 -3.523 0.013 -0.24 -0.31 -0.07 -0.1820
H 8.928 1.209 -5.150 -0.01 -0.08 -0.01 0.0839
H 0.594 -0.600 1.836 0.20 0.04 -0.25 0.0698
H 7.777 2.278 -5.933 -0.05 -0.03 -0.07 0.0671
C -4.448 1.685 5.408 -0.28 0.37 -0.02 0.0189
C -2.459 -0.504 1.036 -0.76 -1.69 -0.66 -0.1632
C 5.398 2.975 -4.655 -0.40 -0.23 -0.11 0.0138
C 8.016 1.231 -5.748 0.01 0.16 0.04 -0.0648
C -5.120 -5.065 -4.733 -0.11 0.13 -0.01 -0.0643
H 6.122 3.768 -4.836 0.03 -0.03 -0.02 0.0950
H 7.170 -0.515 -4.842 -0.03 0.03 0.15 0.1223
C 1.965 -2.993 0.895 0.26 0.40 -0.36 -0.1096
H -5.826 -2.169 -3.336 0.00 -0.03 -0.02 0.0975
H 0.443 2.028 1.728 0.08 0.36 -0.01 0.0723
H 1.120 -2.605 0.320 -0.27 -0.05 0.11 0.0675
H -5.917 -4.431 -4.344 0.01 -0.05 0.07 0.0679
H -2.301 -1.134 -1.756 -0.03 0.79 -0.16 0.0534
C -1.010 0.286 2.990 0.80 -1.33 0.45 -0.1767
H 2.862 0.296 1.816 0.39 -0.08 -0.05 0.0958
H -2.349 4.494 0.836 0.20 0.24 0.10 0.0652
H 5.238 2.410 -5.570 0.19 0.04 -0.04 0.0714
C 2.521 1.313 1.641 -1.08 1.00 -0.28 -0.1679
C -1.713 3.736 0.390 -0.56 -0.24 0.23 -0.1513
C -1.701 1.444 -0.630 -1.12 0.06 0.77 -0.6169
H -1.419 4.043 -0.607 0.06 0.19 -0.16 0.0781
O -2.557 2.626 4.330 0.01 0.14 0.14 0.0950
C 2.418 1.639 0.133 0.31 -1.07 -0.07 -0.1797
H -1.390 1.266 2.728 -0.04 0.07 -0.18 0.0757
H -5.135 -4.974 -5.819 0.06 -0.05 0.00 0.0835
H 1.005 -0.332 3.505 0.08 -0.16 0.03 0.1168
C -3.082 1.276 8.417 0.00 -0.12 -0.12 -0.0643
H 4.444 3.424 -4.389 0.10 0.10 0.14 0.0910
H -4.996 1.942 4.504 0.14 -0.10 -0.09 0.0920
C -1.508 0.032 -0.041 0.66 0.17 -0.71 -0.2692
H 1.750 0.595 -1.624 -0.06 -0.14 -0.20 0.1032
O -2.498 2.700 6.527 0.18 0.29 -0.11 0.0020
C -3.779 -2.219 -3.930 -0.42 0.15 0.08 -0.5271
C -3.145 2.658 7.802 -0.08 -0.16 0.20 -0.2354
H 4.468 0.621 -0.824 0.32 0.00 -0.09 0.0911
H -3.707 -4.753 -3.107 -0.06 0.07 0.01 0.1108
C -3.115 2.395 5.368 -0.14 -0.29 -0.06 -0.5173
H 3.803 -0.079 -2.261 0.24 -0.28 -0.16 0.1054
H -0.587 -1.120 -1.752 0.49 -0.08 0.50 0.1222
Br -2.440 1.433 -2.440 0.94 -0.38 -0.39 0.7370
O 6.674 1.082 -3.719 -0.10 -0.23 0.27 -0.0043
H 3.208 2.029 2.086 0.23 -0.19 0.16 0.1023
H -1.259 -1.772 2.308 0.15 -0.10 0.09 0.1156
H 2.330 -2.252 -1.533 -0.24 -0.03 0.18 0.1120
H -2.728 2.056 1.280 -0.20 -0.22 -0.02 0.0594
H 2.388 -2.162 1.467 -0.04 0.06 0.18 0.0682
H -2.995 -5.302 -4.606 0.07 0.13 -0.05 0.1218
C -4.853 -2.320 -2.870 0.30 -0.11 0.35 0.0172
C 3.231 -2.649 -1.054 0.66 0.29 0.17 -0.2240
C -1.444 -1.091 -1.083 -0.90 -0.59 0.24 -0.1729
H -1.791 -3.063 -0.856 -0.20 -0.38 0.60 0.1279
C -2.831 -1.904 0.464 2.73 1.92 -0.15 -0.4870
H -5.076 1.967 6.250 0.09 -0.15 0.10 0.0718
C 2.360 0.366 -0.753 0.24 0.63 0.49 -0.1897
C 0.494 0.112 2.651 -0.61 0.81 0.23 -0.1973
H -4.166 3.036 7.733 -0.01 -0.06 -0.07 0.1127
H -4.687 -1.530 -2.141 -0.07 0.11 -0.14 0.0806
H -3.410 0.018 1.100 0.09 0.44 0.26 0.1458
C -2.518 2.441 0.292 0.88 0.41 -1.41 -0.7269
C 6.894 0.524 -5.017 0.12 0.03 -0.22 -0.2377
H -0.487 0.044 0.333 -0.03 0.12 0.41 0.1106
Br -4.223 2.911 -0.560 -0.60 0.21 1.24 0.6320
H 3.742 -3.256 -1.795 -0.04 -0.20 -0.12 0.1166
C -1.845 -0.864 2.403 -0.57 1.60 0.10 -0.1264
C 1.140 1.469 2.343 0.93 -1.21 0.02 -0.1802
H 1.633 -3.768 1.574 0.01 -0.18 0.04 0.0913
C 3.765 -0.127 -1.175 -0.60 0.22 0.41 -0.1918
H 1.824 -0.371 -0.161 -0.12 -0.39 -0.13 0.0710
C 5.865 2.137 -3.487 0.05 0.30 -0.09 -0.5248
H -5.340 -6.099 -4.464 0.02 0.00 0.00 0.0815
```
Forces are in eV/Å.

## Properties
maximum force	3.34	eV Å⁻¹
total charge	0
energy	-189988.6461	eV
HOMO energy	-8.799	eV


Result set for Kohn-Sham gap: 8.15, 9.42 eV, one per record in the order listed.